C34H57N3O3SiTi | wB97M-V/def2-TZVPD

Values from the calculation:
energy relative to the best compared isomer or geometry (same formula, charge and spin) = 0.4780 eV
expectation value of S² = 0.778
orbital gap (spin up / spin down) = 8.5 / 5.9 eV

Structure (ORCA input):
```
! wB97M-V def2-TZVPD RIJCOSX def2/J DEFGRID3
* xyz 1 2
C -0.361 -5.173 3.954
C 3.009 4.552 -2.040
H 4.855 1.948 -2.099
C 0.523 -2.913 4.104
C 0.501 -2.694 -1.498
C -2.294 3.186 -1.884
H 0.408 2.027 -2.249
C 0.208 0.989 4.023
C -2.256 0.799 3.927
C -1.227 3.002 0.275
H 0.445 -1.847 -2.191
Si 2.676 2.889 -2.889
C -1.044 -0.023 4.135
C -1.756 -3.316 3.276
H -0.902 3.915 2.208
H 0.656 -1.731 -6.533
C -1.210 -0.617 5.538
H -4.287 2.314 3.574
C -0.110 0.421 -4.926
H -2.864 1.051 4.799
H 2.213 5.280 -2.264
C 2.223 3.409 -4.658
C -3.711 2.351 2.634
H -3.612 1.570 -2.469
H -2.427 3.741 -2.813
C 0.227 -2.309 -0.056
C -2.943 1.962 -1.703
C -2.561 1.390 2.736
C -1.425 -0.312 -4.741
O 0.962 -1.089 0.328
H 1.817 -2.225 5.674
H 4.996 2.640 -3.743
C -0.672 -2.433 3.503
H 2.740 -0.411 1.084
H 1.481 -3.172 -1.615
H 0.143 0.424 -6.002
H -0.843 -2.114 0.130
C 2.419 -1.244 0.451
C 2.831 -2.581 1.042
H 3.098 4.443 -0.947
N -1.767 1.104 1.675
H -2.399 -5.372 3.274
N 0.856 0.911 2.804
H -0.258 -3.431 -1.789
H 0.532 -3.129 0.610
H -2.704 -0.935 -0.411
C -2.744 1.228 -0.539
H -3.094 -1.730 2.703
O 0.958 -0.160 -4.155
C 1.625 -2.025 4.604
H 1.585 0.709 -2.134
H 2.808 -1.083 -0.562
C -0.330 3.530 1.347
H -1.366 0.227 6.220
H 1.507 1.984 -0.870
H 1.403 4.147 -4.670
H 2.359 -0.222 -5.663
H 0.670 -2.726 -5.050
H 2.579 -2.226 4.094
C -1.465 3.714 -0.894
C 1.444 1.804 -1.951
H -3.507 -3.297 1.997
C 4.353 2.037 -3.075
H 0.277 4.356 0.949
H -3.839 -0.160 0.717
H -1.777 -0.255 -3.706
C -1.579 -4.681 3.482
C 0.650 -4.283 4.320
C 1.889 -0.912 -4.942
C -3.112 -2.805 2.897
H 3.962 4.960 -2.419
H 2.381 -2.765 2.022
H 4.241 1.035 -3.516
H 1.950 2.553 -5.293
H -0.191 1.460 -4.573
N -0.825 -1.082 3.148
H -0.974 4.677 -1.017
H -0.342 -1.181 5.886
C -1.885 1.770 0.433
Ti -0.137 -0.023 1.661
H 3.117 3.890 -5.096
H 1.424 -0.960 4.480
H 1.554 -4.658 4.798
H -3.834 -2.990 3.708
H 3.919 -2.597 1.189
C -3.406 -0.092 -0.293
H -4.380 2.097 1.798
H 2.657 -1.259 -4.239
H 2.063 -2.692 -6.136
H -2.110 -1.247 5.555
H -1.354 -1.363 -5.047
H -3.354 3.393 2.526
H 2.582 -3.397 0.362
C 1.272 -2.079 -5.697
H 0.362 2.771 1.743
H -4.225 -0.241 -1.005
H -0.201 -6.245 4.058
O 0.452 1.708 4.982
H -2.196 0.140 -5.372
*
```